Record 1
# C16H43NO14S4Si

5 unconnected molecules or ions with the total composition C16H43NO14S4Si in a non-equilibrium geometry (ωB97M-V/def2-TZVPD, the OMol25 dataset).

XYZ file:
```
79
Properties=species:S:1:pos:R:3
N 3.6630 0.4516 2.7158
Si 3.2809 0.9323 1.0771
C 1.8684 2.1794 1.0150
C 0.6753 1.7693 1.8567
C -0.0338 0.5402 1.2945
C -1.2349 0.2188 2.1308
O -1.4252 -0.8225 2.6103
O -2.1466 1.1818 2.3306
H 3.2487 1.0281 3.4329
H 4.6443 0.2983 2.8910
H 4.4322 1.5128 0.3449
H 2.9151 -0.2971 0.3373
H 1.5997 2.3055 -0.0253
H 2.2536 3.1329 1.3559
H 0.9809 1.6289 2.8830
H -0.0365 2.5814 1.8736
H -0.3966 0.7928 0.3042
H 0.5779 -0.3430 1.3173
H -2.0341 1.8862 1.6759
C -3.1076 8.0509 0.0226
C -2.1852 7.7418 1.1856
O -2.7839 6.8494 2.1477
S -2.9076 5.3119 1.7604
C -3.3532 4.7133 3.3554
O -1.6088 4.8120 1.4156
O -4.0130 5.1353 0.8756
H -3.2983 7.1646 -0.5805
H -2.6587 8.8078 -0.6208
H -4.0694 8.4157 0.3828
H -1.2355 7.3278 0.8424
H -1.9620 8.6527 1.7371
H -2.5231 4.8699 4.0386
H -3.5662 3.6508 3.2523
H -4.2419 5.2415 3.6901
C -2.9537 0.3484 -4.7225
C -4.1365 -0.4025 -4.1426
O -3.8534 -0.9712 -2.8490
S -3.7915 0.0150 -1.6007
C -3.7738 -1.2135 -0.3395
O -5.0157 0.7479 -1.5329
O -2.5286 0.6905 -1.5987
H -2.7174 1.2336 -4.1341
H -3.1752 0.6684 -5.7409
H -2.0661 -0.2844 -4.7339
H -5.0204 0.2345 -4.0780
H -4.3906 -1.2472 -4.7798
H -4.7171 -1.7520 -0.3515
H -3.6421 -0.7008 0.6122
H -2.9384 -1.8863 -0.5164
C 4.8596 -1.7448 -5.5249
C 3.6657 -2.4046 -4.8627
O 3.9786 -2.9441 -3.5638
S 4.1574 -1.9193 -2.3566
C 4.1648 -3.1032 -1.0534
O 2.9788 -1.1170 -2.2623
O 5.4509 -1.3187 -2.4386
H 5.1746 -0.8555 -4.9812
H 4.6071 -1.4473 -6.5429
H 5.7078 -2.4286 -5.5546
H 2.8239 -1.7148 -4.7804
H 3.3330 -3.2542 -5.4558
H 3.1907 -3.5824 -1.0041
H 4.3693 -2.5616 -0.1324
H 4.9509 -3.8292 -1.2444
C 0.0336 -3.6426 3.8277
C -0.3943 -4.3214 2.5450
O 0.7021 -4.9635 1.8548
S 1.2609 -6.3276 2.4493
C 2.2594 -6.7766 1.0691
O 0.1792 -7.2534 2.5755
O 2.1129 -6.0482 3.5610
H 0.3716 -4.3642 4.5710
H -0.8009 -3.0842 4.2496
H 0.8586 -2.9554 3.6398
H -1.1890 -5.0480 2.7232
H -0.7811 -3.5794 1.8493
H 1.6179 -6.9651 0.2130
H 2.8005 -7.6786 1.3459
H 2.9581 -5.9694 0.8661
```

Properties
HOMO level: -9.6 eV
LUMO level: 0.39 eV
SMILES: N[SiH2]CCCC(=O)O.CCOS(C)(=O)=O.CCOS(C)(=O)=O.CCOS(C)(=O)=O.CCOS(C)(=O)=O
Kohn-Sham gap: 10.03 eV
E: -3625.78186 a.u.
net charge: 0
F_max: 4.1 eV Å⁻¹



Record 2
# C16H36ClLi3O9

A molecular structure, C16H36ClLi3O9 in a non-equilibrium geometry (ωB97M-V/def2-TZVPD, the OMol25 dataset).

XYZ file:
```
65
Properties=species:S:1:pos:R:3
Li 10.8851 -10.7297 18.4112
Li 12.8908 -6.3462 15.3277
Li 7.5287 -5.9879 18.8492
Cl 9.9614 -7.5469 16.9630
O 10.0519 -8.8454 17.6027
O 11.2915 -7.1367 16.5677
O 9.1186 -7.6204 15.8151
O 9.4194 -6.6031 17.9100
C 8.6867 -2.6225 20.8273
C 9.9900 -3.4144 20.9745
C 9.6265 -4.9028 20.7984
O 8.2420 -4.9192 20.3823
C 7.6034 -3.7058 20.8184
H 8.6834 -2.0260 19.9185
H 8.5189 -1.9596 21.6727
H 10.5627 -3.2272 21.8796
H 10.6742 -3.1671 20.1587
H 9.6704 -5.4430 21.7453
H 10.2186 -5.3601 20.0135
H 7.2863 -3.8622 21.8519
H 6.7673 -3.4861 20.1613
C 5.0627 -9.1235 17.6451
C 3.9254 -8.1162 17.7708
C 4.6370 -6.8713 18.3638
O 6.0671 -7.1434 18.3543
C 6.3022 -8.2712 17.4899
H 4.9699 -9.8483 16.8360
H 5.1188 -9.7102 18.5669
H 3.1349 -8.4534 18.4315
H 3.4878 -7.8456 16.8107
H 4.3050 -6.7284 19.3918
H 4.5074 -5.9432 17.8093
H 7.2263 -8.7980 17.7172
H 6.3667 -7.9103 16.4565
C 7.6058 -11.6067 14.6535
C 8.9340 -10.8545 14.3989
C 9.8678 -11.9918 14.0389
O 9.0734 -12.8319 13.2319
C 7.8519 -12.9641 13.9405
H 6.7393 -11.1261 14.2058
H 7.4012 -11.7876 15.7107
H 9.1953 -10.2017 15.2346
H 8.7304 -10.2045 13.5469
H 10.1746 -12.5914 14.9136
H 10.7776 -11.6283 13.5593
H 7.8180 -13.8087 14.6384
H 7.0945 -13.1930 13.1892
C 12.0782 -7.7473 11.8371
C 11.8858 -8.2631 13.2444
O 13.0384 -7.8684 14.0765
H 12.1090 -6.6566 11.8591
H 11.1946 -8.0244 11.2604
H 12.9774 -8.1276 11.3628
H 11.8290 -9.3481 13.2965
H 11.0091 -7.8250 13.7176
H 13.5356 -8.6446 14.3465
C 11.5378 -8.0724 20.9728
C 12.4071 -8.9110 20.0646
O 11.9374 -10.2845 20.0157
H 12.0508 -7.1421 21.2302
H 11.3199 -8.5930 21.9023
H 10.6261 -7.7715 20.4560
H 13.4638 -8.9022 20.3399
H 12.4210 -8.4891 19.0558
H 12.3893 -10.7629 20.7171
```

Properties
HOMO level: -13.8 eV
LUMO level: -5.61 eV
Kohn-Sham gap: 8.20 eV
E: -1790.55721 a.u.
net charge: +2
relative energy (zero: lowest compared OMol25 entry of this formula, charge and spin): 0.0 kcal/mol
F_max: 1.3 eV Å⁻¹



Record 3
# C17H30N2O4

C17H30N2O4 in the gas phase (ωB97M-V/def2-TZVPD, the OMol25 dataset).

XYZ file:
```
53
Properties=species:S:1:pos:R:3
C 1.2057 -0.2691 -3.3128
C -0.3122 -0.2678 -3.1830
O -0.7945 0.7882 -2.3608
C -0.9538 0.5106 -1.0111
O 0.2977 0.1234 -0.4740
C 0.4064 0.1776 0.8905
C 1.6700 -0.3905 1.4639
O 2.2325 0.1989 2.3730
N 2.1513 -1.5433 0.9456
C 1.4036 -2.4990 0.1659
C 0.8903 -3.6271 1.0917
N 1.7839 -3.8941 2.2095
C 1.3757 -3.2950 3.4661
C 3.1529 -3.5951 1.8489
C 3.3682 -2.1046 1.5106
C -0.4999 0.7386 1.6872
C -1.7204 1.4405 1.1714
C -1.9623 2.7123 1.9842
C -1.5245 1.7561 -0.3188
C -2.8195 2.2244 -1.0057
C -2.7751 3.6830 -1.4703
C -2.0313 3.8861 -2.7977
O -0.6533 3.6343 -2.7360
H 1.5399 0.6862 -3.7089
H 1.6701 -0.4235 -2.3433
H 1.5114 -1.0621 -3.9905
H -0.6701 -1.2287 -2.7912
H -0.7709 -0.0943 -4.1615
H -1.6523 -0.3475 -0.8820
H 0.5722 -2.0190 -0.3415
H 2.0776 -2.9090 -0.5936
H 0.7895 -4.5483 0.5044
H -0.0936 -3.3672 1.4859
H 1.3539 -2.1986 3.4636
H 2.0683 -3.6240 4.2399
H 0.3823 -3.6633 3.7205
H 3.4037 -4.2206 0.9873
H 3.8056 -3.8832 2.6746
H 3.6068 -1.5244 2.4041
H 4.1878 -1.9919 0.7918
H -0.3267 0.7326 2.7505
H -2.5939 0.7824 1.2872
H -2.8385 3.2425 1.6209
H -2.1187 2.4625 3.0308
H -1.0999 3.3705 1.9132
H -0.7582 2.5322 -0.4028
H -3.6536 2.1010 -0.3114
H -3.0240 1.5893 -1.8704
H -3.7969 4.0406 -1.6148
H -2.3061 4.3018 -0.7042
H -2.1269 4.9339 -3.0988
H -2.5027 3.2622 -3.5715
H -0.5275 2.6794 -2.6268
```

Properties
HOMO level: -8.3 eV
LUMO level: 0.65 eV
SMILES: CCO[C@H]1OC(C(=O)N2CCN(C)CC2)=C[C@@H](C)[C@@H]1CCCO
Kohn-Sham gap: 8.96 eV
E: -1076.21581 a.u.
net charge: 0
relative energy (zero: lowest compared OMol25 entry of this formula, charge and spin): 73.0 kcal/mol
F_max: 0.8 eV Å⁻¹



Record 4
# C19H16Cl4F2O2

4 unconnected molecules or ions with the total composition C19H16Cl4F2O2 in a non-equilibrium geometry (ωB97M-V/def2-TZVPD, the OMol25 dataset).

XYZ file:
```
43
Properties=species:S:1:pos:R:3
Cl -23.0229 8.0014 -5.9091
C -23.8999 6.8631 -7.0463
Cl -24.5154 5.3978 -6.1835
Cl -25.3121 7.6974 -7.7306
Cl -22.8497 6.4259 -8.3526
O -15.4990 11.9496 -12.9090
C -16.7999 12.1365 -12.7317
C -17.4346 11.5253 -11.6652
C -18.7982 11.7802 -11.3875
C -19.4533 12.6930 -12.2448
O -20.7896 12.9551 -12.0248
C -18.8056 13.3318 -13.2987
C -17.4571 13.0531 -13.5177
H -15.0817 12.7588 -13.2134
H -16.8754 10.8189 -11.0696
H -19.2252 11.2430 -10.5535
H -20.8442 13.9094 -11.9364
H -19.3343 14.0985 -13.8456
H -16.9675 13.6115 -14.3019
F -17.2269 0.3144 -9.7655
C -18.2663 -0.4695 -10.0553
C -19.3567 0.2408 -10.5632
C -20.4798 -0.5253 -10.9547
C -20.5853 -1.8570 -10.6352
C -19.5209 -2.4869 -9.9739
C -18.3331 -1.8144 -9.7177
H -19.3504 1.3118 -10.7028
H -21.2893 0.0010 -11.4386
H -21.4493 -2.4755 -10.8285
H -19.5258 -3.5226 -9.6677
H -17.4301 -2.2195 -9.2855
F -14.7317 10.3773 -4.9184
C -14.4883 9.1046 -5.3595
C -15.5313 8.2864 -5.6678
C -15.3237 6.9722 -6.1642
C -14.0166 6.5661 -6.3590
C -12.9255 7.4396 -6.0851
C -13.1695 8.7211 -5.6352
H -16.4948 8.6864 -5.3883
H -16.2222 6.4108 -6.3738
H -13.9206 5.5233 -6.6229
H -11.9374 7.0291 -6.2321
H -12.3550 9.4104 -5.4679
```

Properties
HOMO level: -8.3 eV
LUMO level: 0.05 eV
SMILES: ClC(Cl)(Cl)Cl.Oc1ccc(O)cc1.Fc1ccccc1.Fc1ccccc1
Kohn-Sham gap: 8.37 eV
E: -2924.52691 a.u.
net charge: 0
F_max: 2.4 eV Å⁻¹



Record 5
# C15H13Br2N5Zr

A molecular structure, C15H13Br2N5Zr in a non-equilibrium geometry (ωB97M-V/def2-TZVPD, the OMol25 dataset).

XYZ file:
```
36
Properties=species:S:1:pos:R:3
Zr 0.0620 -0.4465 0.0012
N 0.2789 -0.7982 4.4172
C -0.2031 -0.7040 3.2170
N 0.5784 -0.5792 2.1118
C 1.9896 -0.5321 2.3151
N 2.7778 -0.5072 1.2730
N 2.1599 -0.5661 0.0811
C 2.8187 -0.7711 -1.0320
C 2.0210 -0.8448 -2.2358
C 2.5325 -1.1651 -3.4775
C 1.6625 -1.2367 -4.5703
C 0.3137 -0.9424 -4.3894
C -0.1424 -0.6238 -3.1235
N 0.6753 -0.6013 -2.0418
C 2.5350 -0.5682 3.6344
C 3.9059 -0.4669 3.8976
C 4.3564 -0.5593 5.2009
C 3.4618 -0.7795 6.2535
C 2.0970 -0.8712 6.0186
C 1.6392 -0.7513 4.7182
H -0.3665 -0.8918 5.2012
H -1.2782 -0.7175 3.1024
H 3.9011 -0.8787 -1.0439
H 3.5926 -1.3607 -3.5931
H 2.0391 -1.5102 -5.5499
H -0.3737 -0.9535 -5.2260
H -1.1838 -0.3692 -2.9649
H 4.5979 -0.3187 3.0804
H 5.4128 -0.4640 5.4147
H 3.8340 -0.8777 7.2652
H 1.4097 -1.0290 6.8425
Br -2.3756 -1.7545 -0.0330
C -3.3082 -0.0068 -0.0523
Br -1.9510 1.4298 0.0209
H -3.9447 0.0638 0.8274
H -3.8717 0.0835 -0.9791
```

Properties
HOMO level: -20.6 eV
LUMO level: -15.75 eV
Kohn-Sham gap: 4.88 eV
E: -6046.67124 a.u.
net charge: +4
F_max: 2.2 eV Å⁻¹



Record 6
# C22H47KN8O5P3S3

A molecular structure, C22H47KN8O5P3S3 in a non-equilibrium geometry (ωB97M-V/def2-TZVPD, the OMol25 dataset).

XYZ file:
```
89
Properties=species:S:1:pos:R:3
K 0.0003 -0.2380 -0.2167
C -0.7317 6.3269 -0.1604
C -2.0362 5.5805 0.1298
N -2.1807 4.4566 -0.7653
C -1.5697 3.2271 -0.4388
S -2.2740 1.9195 -1.3302
N -0.6353 3.2940 0.4448
N 0.0442 2.1908 0.8682
C 0.9341 2.4251 1.8311
C 1.2288 3.8461 2.2878
C 1.6242 1.3569 2.4346
C 2.4277 1.5359 3.6033
C 3.0184 0.4657 4.2074
C 2.8469 -0.8171 3.6561
C 2.0915 -0.9025 2.4939
N 1.5028 0.0987 1.8953
H -0.5553 7.1068 0.5805
H 0.0750 5.6021 -0.1236
H -0.7547 6.7695 -1.1542
H -2.0119 5.2493 1.1820
H -2.8930 6.2560 -0.0062
H -3.1037 4.3031 -1.1502
H 0.6975 4.5191 1.6210
H 0.8970 4.0404 3.3120
H 2.2971 4.0598 2.2313
H 2.5583 2.5256 4.0203
H 3.6147 0.5975 5.1090
H 3.3090 -1.6891 4.0981
H 1.9576 -1.8698 2.0201
C -4.7244 -3.9839 -1.0942
N -3.6660 -3.1412 -1.5957
C -4.1376 -2.0973 -2.4820
P -2.3970 -2.6900 -0.5668
O -1.4963 -1.7645 -1.2262
O -3.2026 -2.1355 0.7320
P -2.4432 -1.1416 1.8118
O -1.0079 -1.1107 1.6175
N -2.8191 -1.8226 3.2952
C -1.7896 -2.4212 4.1063
C -4.1839 -2.0645 3.6721
N -3.4209 0.1973 1.8073
C -2.7304 1.3513 2.3616
C -4.3718 0.5397 0.7697
N -1.6677 -4.0600 0.0070
C -2.0873 -4.8843 1.1075
C -0.6974 -4.6628 -0.8778
H -5.1969 -4.5165 -1.9276
H -5.5048 -3.4126 -0.5714
H -4.3124 -4.7155 -0.4045
H -4.4640 -2.5353 -3.4285
H -3.3222 -1.4066 -2.6682
H -4.9691 -1.5348 -2.0463
H -0.8260 -2.1344 3.6899
H -1.8639 -3.5167 4.1209
H -1.8569 -2.0544 5.1369
H -4.8209 -1.5435 2.9600
H -4.3792 -1.6780 4.6799
H -4.4271 -3.1362 3.6573
H -1.9624 1.0078 3.0541
H -3.4539 1.9738 2.8970
H -2.2402 1.9442 1.5881
H -4.7264 -0.3594 0.2736
H -3.9125 1.1997 0.0176
H -5.2234 1.0453 1.2355
H -2.8101 -4.3412 1.7145
H -1.2242 -5.1349 1.7341
H -2.5317 -5.8323 0.7630
H -0.4867 -3.9667 -1.6827
H -1.0833 -5.5973 -1.3044
H 0.2418 -4.8661 -0.3608
C 5.6664 -1.7603 -5.2436
C 4.3946 -1.4104 -4.4850
O 3.8721 -2.5648 -3.8709
P 2.9429 -2.4036 -2.4892
S 2.7066 -4.2743 -1.9219
S 3.6944 -0.9588 -1.3950
O 1.5378 -1.8500 -3.1630
C 0.8904 -2.7228 -4.0655
C -0.5106 -2.2225 -4.3784
H 5.9481 -0.9190 -5.8733
H 5.5062 -2.6323 -5.8747
H 6.4723 -1.9849 -4.5506
H 3.6502 -0.9971 -5.1777
H 4.6018 -0.6581 -3.7108
H 0.8478 -3.7236 -3.6087
H 1.4926 -2.7980 -4.9812
H -0.9921 -1.9336 -3.4509
H -1.0884 -3.0141 -4.8566
H -0.4796 -1.3558 -5.0374
```

Properties
HOMO level (spin up / spin down): 1.2 / -1.2 eV
LUMO level (spin up / spin down): 3.77 / 3.77 eV
Kohn-Sham gap (spin up / spin down): 2.62 / 4.94 eV
E: -4499.60266 a.u.
net charge: -2
relative energy (zero: lowest compared OMol25 entry of this formula, charge and spin): 15.0 kcal/mol
⟨S²⟩: 0.777
F_max: 2.8 eV Å⁻¹
multiplicity: 2



The highest E belongs to which entry? C17H30N2O4



Which of these has the highest net charge? C15H13Br2N5Zr



Among the records above, which one has the highest F_max? C16H43NO14S4Si



Which of these has the lowest net charge? C22H47KN8O5P3S3